Here is a structure of composition C46H47ClN4O4P2V from the Open Molecules 2025 dataset. Energies are from ωB97M-V with the def2-TZVPD basis set.

Results
<S²> = 3.764
energy above the lowest of the compared OMol25 structures with the same formula, charge and spin = 111.34 kJ/mol
maximum force = 1.99 eV/A
orbital gap (spin up / spin down) = 6.278 / 6.323 eV
lowest unoccupied orbital energy (spin up / spin down) = -0.65 / -0.66 eV
HOMO level (spin up / spin down) = -6.93 / -6.98 eV
total energy = -4387.7316 hartree

Structure (ORCA input):
```
! wB97M-V def2-TZVPD RIJCOSX def2/J DEFGRID3
* xyz 0 4
V -0.283 0.076 -0.409
C 1.558 2.984 1.301
P 2.661 2.172 2.556
C 3.823 3.567 2.860
C 3.916 4.077 4.148
C 4.757 5.146 4.433
C 5.516 5.714 3.426
C 5.435 5.213 2.131
C 4.598 4.148 1.855
C 3.768 1.103 1.552
C 3.883 1.110 0.165
C 4.776 0.268 -0.480
C 5.577 -0.590 0.253
C 5.471 -0.610 1.636
C 4.570 0.223 2.274
C 0.104 2.690 1.495
C -0.784 3.508 2.158
C -1.949 2.735 2.389
C -1.704 1.491 1.851
C -2.499 0.245 2.161
P -1.987 -1.196 1.142
C -3.455 -1.816 0.264
C -4.492 -0.969 -0.118
C -5.504 -1.420 -0.954
C -5.490 -2.725 -1.424
C -4.448 -3.571 -1.066
C -3.435 -3.119 -0.237
C -1.573 -2.499 2.319
C -0.309 -2.399 2.876
C 0.199 -3.419 3.670
C -0.594 -4.520 3.951
C -1.899 -4.594 3.466
C -2.380 -3.583 2.651
N -0.451 1.459 1.247
H 1.697 4.064 1.435
H 1.923 2.751 0.306
H 3.323 3.631 4.936
H 4.820 5.527 5.442
H 6.176 6.544 3.644
H 6.035 5.648 1.342
H 4.558 3.744 0.850
H 3.258 1.747 -0.444
H 4.825 0.269 -1.560
H 6.266 -1.254 -0.250
H 6.082 -1.288 2.217
H 4.479 0.186 3.353
H -0.574 4.509 2.501
H -2.821 3.011 2.962
H -2.313 -0.048 3.201
H -3.574 0.420 2.081
H -4.511 0.062 0.214
H -6.304 -0.749 -1.237
H -6.283 -3.077 -2.068
H -4.420 -4.588 -1.436
H -2.617 -3.785 0.015
H 1.208 -1.297 2.221
H 1.195 -3.317 4.077
H -0.199 -5.312 4.573
H -2.531 -5.435 3.710
H -3.386 -3.654 2.252
N -1.430 -1.004 -2.025
C -0.905 -1.244 -3.357
C -1.288 -2.443 -3.950
C -0.741 -2.854 -5.149
C 0.221 -2.055 -5.747
C 0.577 -0.853 -5.164
C 0.006 -0.385 -3.972
C 0.383 0.979 -3.461
C 0.785 1.898 -4.442
C 1.199 3.183 -4.125
C 1.149 3.582 -2.799
C 0.685 2.681 -1.848
C 0.322 1.343 -2.093
H -1.413 -1.918 -1.563
H -2.414 -0.734 -2.057
H -1.999 -3.072 -3.431
H -1.032 -3.799 -5.587
H 0.710 -2.373 -6.658
H 1.365 -0.279 -5.629
H 0.766 1.615 -5.484
H 1.542 3.851 -4.906
H 1.460 4.577 -2.503
H 0.584 3.054 -0.833
O 2.183 -1.457 0.467
Cl 1.226 -1.565 -0.648
O 0.486 -2.835 -0.535
O 0.332 -1.215 2.684
O 1.958 -1.544 -1.906
N -2.415 4.525 -2.621
C -2.172 3.323 -3.507
C -3.130 2.210 -3.121
N -3.095 1.907 -1.706
C -3.317 3.065 -0.864
C -2.324 4.177 -1.149
H -3.348 4.903 -2.806
H -1.739 5.254 -2.858
H -1.138 3.035 -3.313
H -2.274 3.658 -4.538
H -2.852 1.330 -3.701
H -4.161 2.463 -3.395
H -2.176 1.533 -1.453
H -3.186 2.784 0.186
H -4.347 3.415 -0.996
H -1.299 3.847 -0.972
H -2.516 5.095 -0.594
*
```

=====

Here is a cluster of 2 separate species, C4H11NO3 in total from the Open Molecules 2025 dataset. Energies are from ωB97M-V with the def2-TZVPD basis set.

Results
SMILES = O=CCCNCO.O
energy above the lowest of the compared OMol25 structures with the same formula, charge and spin = 200.04 kJ/mol
maximum force = 1.19 eV/A
orbital gap = 10.362 eV
lowest unoccupied orbital energy = 0.56 eV
HOMO level = -9.80 eV
total energy = -439.4497 hartree

Structure (ORCA input):
```
! wB97M-V def2-TZVPD RIJCOSX def2/J DEFGRID3
* xyz 0 1
O -2.504 2.402 0.073
C -1.312 2.256 0.161
C -0.537 1.365 -0.770
C 0.539 0.562 -0.039
N 0.477 -0.857 -0.384
C 1.523 -1.647 0.213
O 2.840 -1.323 -0.205
H -0.743 2.877 0.879
H -0.117 1.970 -1.535
H -1.249 0.711 -1.280
H 0.308 0.587 1.037
H 1.534 1.011 -0.116
H 0.476 -0.925 -1.393
H 1.239 -2.689 0.077
H 1.532 -1.416 1.279
H 2.955 -1.595 -1.122
O -2.720 -1.033 1.030
H -2.188 -1.392 1.746
H -2.053 -0.863 0.348
*
```

=====

Here is a structure of composition C3H9NO from the Open Molecules 2025 dataset. Energies are from ωB97M-V with the def2-TZVPD basis set.

Results
energy above the lowest of the compared OMol25 structures with the same formula, charge and spin = 97.06 kJ/mol
maximum force = 1.16 eV/A
orbital gap = 10.490 eV
lowest unoccupied orbital energy = 0.88 eV
HOMO level = -9.61 eV
total energy = -249.6767 hartree

Structure (ORCA input):
```
! wB97M-V def2-TZVPD RIJCOSX def2/J DEFGRID3
* xyz 0 1
C 0.002 0.384 -0.842
C -0.788 -1.121 0.995
C 0.913 -0.728 -1.307
N -0.801 0.087 0.209
O -0.042 1.477 -1.367
H 0.473 3.119 0.831
H -1.355 0.858 0.550
H 0.571 3.235 1.595
H 0.092 -1.172 1.647
H -1.679 -1.148 1.617
H -0.791 -2.000 0.350
H 1.548 -0.350 -2.103
H 1.531 -1.082 -0.486
H 0.324 -1.559 -1.688
*
```

=====

Here is an isolated molecule of C14H16N6O3S from the Open Molecules 2025 dataset. Energies are from ωB97M-V with the def2-TZVPD basis set.

Results
SMILES = Cc1nn(CC(=O)NNC(=S)Nc2ccccc2)c(C)c1[N+](=O)[O-]
energy above the lowest of the compared OMol25 structures with the same formula, charge and spin = 174.02 kJ/mol
maximum force = 1.70 eV/A
orbital gap = 9.023 eV
lowest unoccupied orbital energy = 0.18 eV
HOMO level = -8.84 eV
total energy = -1495.4509 hartree

Structure (ORCA input):
```
! wB97M-V def2-TZVPD RIJCOSX def2/J DEFGRID3
* xyz 0 1
C -5.250 -0.802 -2.367
C -4.394 -0.714 -1.165
N -3.364 -1.505 -0.974
N -2.818 -1.168 0.204
C -1.632 -1.844 0.637
C -0.397 -0.955 0.456
O -0.439 0.238 0.240
N 0.761 -1.621 0.621
N 1.969 -0.949 0.453
C 3.067 -1.682 0.147
S 3.011 -3.342 0.195
N 4.219 -1.049 -0.166
C 4.521 0.319 -0.200
C 5.473 0.752 -1.122
C 5.819 2.087 -1.190
C 5.226 3.006 -0.340
C 4.301 2.574 0.596
C 3.950 1.238 0.676
C -3.461 -0.155 0.805
C -3.051 0.407 2.110
C -4.512 0.174 -0.057
N -5.495 1.159 0.123
O -6.318 1.307 -0.762
O -5.482 1.810 1.155
H -4.894 -1.604 -3.007
H -6.284 -0.985 -2.079
H -5.231 0.142 -2.909
H -1.538 -2.744 0.025
H -1.715 -2.123 1.692
H 0.901 -2.635 0.635
H 1.841 0.002 0.115
H 4.949 -1.673 -0.484
H 5.935 0.035 -1.785
H 6.552 2.412 -1.913
H 5.492 4.050 -0.398
H 3.852 3.280 1.278
H 3.268 0.911 1.445
H -2.072 0.875 2.015
H -3.772 1.153 2.428
H -2.987 -0.379 2.864
*
```